Formula: C20H37FN5O6S
Source: OMol25
Level of theory: ωB97M-V with the def2-TZVPD basis set

Structure (ORCA input):
```
! RIJCOSX wB97M-V def2-TZVPD def2/J DEFGRID3
* xyz 1 1
C 3.464 0.679 -6.315
C 2.912 0.688 -5.016
N 2.070 0.863 -3.754
C 2.233 -0.069 -2.544
C 2.909 0.837 -1.337
O 3.579 0.033 -0.292
C 1.144 1.898 -3.671
N 0.242 2.285 -2.520
C -0.833 3.217 -3.034
C -2.107 2.214 -3.276
S -3.736 3.141 -3.483
O -4.592 2.898 -2.185
O -3.538 4.672 -3.582
C -0.152 4.007 -4.308
C -1.079 4.288 -5.631
C -1.876 4.488 -6.790
C 0.367 5.397 -3.611
C 1.453 6.255 -4.490
O 2.281 5.782 -5.424
F 1.557 7.725 -4.167
N 0.841 2.955 -4.752
H 3.847 0.472 -7.414
H 2.933 -0.970 -2.815
H 1.177 -0.478 -2.250
H 3.596 1.651 -1.833
H 2.047 1.445 -0.779
H 3.494 0.609 0.543
H 0.777 2.905 -1.867
H -1.041 3.913 -2.116
H -1.913 1.402 -4.121
H -2.226 1.583 -2.270
H -4.414 2.556 -4.565
H -2.339 4.492 -7.891
H 0.744 5.202 -2.505
H -0.597 6.091 -3.496
H 1.818 3.255 -4.964
C 1.254 -1.910 2.703
C 2.570 -1.387 3.272
C 2.731 -1.645 4.788
O 1.981 -0.755 5.618
C 0.623 -1.127 5.800
N 2.694 0.043 2.951
H 0.399 -1.285 2.974
H 1.295 -1.933 1.608
H 1.055 -2.930 3.049
H 3.378 -1.925 2.760
H 3.782 -1.472 5.048
H 2.519 -2.690 5.045
H 0.493 -2.213 5.836
H 0.008 -0.693 5.010
H 0.281 -0.707 6.751
H 3.615 0.365 3.254
H 2.049 0.548 3.567
C -3.700 -5.651 2.813
C -2.757 -5.505 4.004
C -2.676 -4.061 4.551
O -1.872 -3.179 3.764
C -2.544 -2.612 2.649
N -1.429 -6.014 3.627
H -3.279 -5.247 1.889
H -3.915 -6.710 2.627
H -4.653 -5.148 3.004
H -3.152 -6.139 4.807
H -2.190 -4.102 5.533
H -3.674 -3.636 4.718
H -3.600 -2.416 2.858
H -2.440 -3.264 1.780
H -2.057 -1.662 2.407
H -0.828 -5.998 4.453
H -1.003 -5.319 3.007
*
```

## Properties
Lowest unoccupied orbital energy in eV: -4.85
Energy in a.u.: -2006.651888
HOMO-LUMO gap in Eh: 0.2186
HOMO level in eV: -10.7947

Löwdin atomic charge list, values in e, 5 entries: atom 1 (C): 0.17, atom 2 (C): -0.02, atom 3 (N): -0.04, atom 4 (C): -0.07, atom 5 (C): -0.21